Molecular formula: C4H5IN4
Method: DFT, the ωB97M-V functional and the def2-TZVPD basis

Computed properties:
HOMO-LUMO gap: 0.3109 Ha

Last column: natural (NBO) charge in e.
Cartesian coordinates (Å):
C  0.9113  -1.2999  -1.1956  0.213
C  1.0290  1.1696  -0.9415  -0.051
C  0.5965  -0.0807  -0.6922  -0.203
C  -0.7615  -0.5400  0.7811  -0.066
N  1.2312  -2.3842  -1.4479  -0.321
N  0.0089  2.4628  0.6337  -0.305
N  0.3556  2.2384  -0.5326  -0.138
N  -0.5917  -1.8443  1.1428  -0.823
I  -2.6065  0.0635  0.0480  0.163
H  1.7680  1.4344  -1.7287  0.222
H  -0.4684  0.1325  1.4507  0.185
H  -0.6627  3.2341  0.5206  0.326
H  0.2311  -2.2430  1.5464  0.413
H  -1.0408  -2.3432  0.4153  0.384

Force components x, y, z for each atom (eV/Å):
C 1.52 -1.59 -0.90
C 1.56 -2.70 -1.30
C -2.29 1.66 2.77
C 2.13 -0.93 -3.29
N -0.43 0.14 -0.02
N -0.14 -0.38 -0.49
N -1.65 2.59 0.54
N -1.83 0.45 -0.55
I -0.47 -0.18 -0.19
H -0.40 -0.51 0.57
H 1.28 2.70 2.63
H 0.22 0.22 0.55
H 0.46 0.30 -0.04
H 0.05 -1.77 -0.27

***

Molecular formula: C3H6N4O
Method: DFT, the ωB97M-V functional and the def2-TZVPD basis

Computed properties:
HOMO-LUMO gap: 0.3489 Ha

Last column: natural (NBO) charge in e.
Cartesian coordinates (Å):
H  -3.5589  0.7603  -0.1995  0.339
N  -3.4620  -0.3011  -0.0204  -0.606
C  -2.2673  -0.5964  0.0515  0.248
N  -1.1988  0.3407  0.0345  -0.564
C  -0.1110  -0.3270  0.0332  0.265
N  1.0607  0.4449  -0.0921  -0.149
O  0.9424  1.8040  0.0097  -0.520
C  2.3040  -0.1477  0.0766  0.263
N  2.4365  -1.4223  -0.1103  -0.684
H  3.4019  -1.6371  0.1528  0.352
H  -1.9578  -1.6428  0.2257  0.142
H  0.0613  -1.4063  -0.1043  0.228
H  0.0155  1.9215  -0.1808  0.501
H  3.0897  0.5638  0.3788  0.186

Force components x, y, z for each atom (eV/Å):
H 0.16 -1.99 0.51
N -2.18 2.27 -0.81
C 1.27 -0.06 0.68
N -0.30 -1.60 0.05
C 2.16 2.04 -1.33
N -0.64 -2.47 0.42
O 1.18 0.12 0.29
C 0.03 -0.83 -0.22
N 0.48 1.89 0.63
H -0.28 -0.24 -0.25
H -0.31 0.28 -0.15
H -0.11 0.50 0.51
H -1.16 0.37 -0.13
H -0.31 -0.27 -0.20

***

For reference, relative energy (zero: lowest compared OMol25 entry of this formula, charge and spin) by record: 68.1, 78.5 kcal/mol.